The following is a DFT calculation (wB97M-V/def2-TZVPD) of a molecular structure, C36H20CaF8N4O4S.

Structure (ORCA input):
```
! RIJCOSX wB97M-V def2-TZVPD def2/J DEFGRID3
* xyz -2 1
Ca -0.971 0.071 -0.115
O -1.716 -2.013 -0.076
C -1.161 -3.120 -0.406
C -1.952 -4.213 -0.851
C -1.393 -5.419 -1.216
C -0.013 -5.631 -1.143
C 0.778 -4.590 -0.686
C 0.262 -3.345 -0.327
C 1.257 -2.346 0.127
N 0.993 -1.127 0.387
N 2.054 -0.320 0.822
C 1.616 0.884 1.156
O 0.421 1.329 1.143
C 2.671 1.844 1.647
C 2.278 3.130 2.001
C 3.223 4.047 2.446
C 4.558 3.684 2.535
C 4.954 2.399 2.177
C 4.012 1.481 1.735
H -3.020 -4.044 -0.907
H -2.040 -6.218 -1.565
H 0.420 -6.581 -1.428
H 1.854 -4.730 -0.612
H 2.291 -2.691 0.237
H 1.238 3.407 1.884
H 2.909 5.054 2.691
H 5.297 4.408 2.860
H 5.999 2.117 2.230
H 4.299 0.481 1.440
F 5.031 1.892 -2.041
C 3.879 2.527 -1.751
C 2.662 1.891 -1.877
F 2.620 0.619 -2.308
C 1.489 2.564 -1.570
F 0.373 1.818 -1.755
C 1.427 3.893 -1.151
S -0.063 4.752 -0.800
C 2.691 4.486 -1.045
F 2.807 5.765 -0.639
C 3.880 3.842 -1.326
F 5.055 4.491 -1.199
O -4.945 0.837 -0.914
C -3.802 0.977 -0.488
O -2.709 1.036 -1.127
C -3.664 1.136 1.048
C -4.675 1.853 1.748
C -4.550 2.023 3.086
C -3.438 1.463 3.768
C -3.234 1.596 5.165
C -2.139 1.038 5.757
C -1.197 0.318 4.980
C -1.374 0.173 3.635
C -2.505 0.752 3.007
N -2.634 0.601 1.651
H -5.506 2.241 1.178
H -5.288 2.585 3.649
H -3.961 2.151 5.747
H -1.982 1.151 6.823
H -0.322 -0.111 5.451
H -0.656 -0.358 3.024
F -0.571 -5.240 -5.214
C -1.403 -4.193 -5.378
F -2.663 -4.664 -5.258
F -1.267 -3.795 -6.668
C -1.119 -3.074 -4.414
C -2.116 -2.174 -4.072
C -1.802 -1.140 -3.209
N -0.579 -0.972 -2.692
C 0.367 -1.835 -3.043
C 0.151 -2.904 -3.903
H -3.127 -2.280 -4.441
H -2.552 -0.426 -2.883
H 1.345 -1.664 -2.610
H 0.952 -3.594 -4.125
*
```

HOMO energy (Eh): -0.056
LUMO energy (eV): 4.24
Orbital gap (eV): 5.7701